Version 1
Formula: C4H8O4
Source: the OMol25 dataset
Level of theory: ωB97M-V/def2-TZVPD

Computed properties:
**SMILES string**: C[C@@H](O)OC(=O)CO
**Lowest unoccupied orbital energy**: 0.47 eV
**Kohn-Sham gap**: 10.53 eV
**E_HOMO**: -10.06 eV

Last columns: bonded neighbours and bond lengths (Å).
Geometry (Å):
1 C -0.7770 1.4870 -1.6693  C2 1.505, H9 1.055, H10 1.152, H11 1.048
2 C -0.3778 0.0430 -1.5269  C1 1.505, O3 1.410, O4 1.653, H12 1.193
3 O 0.7335 -0.0495 -2.3891  C2 1.410, H13 0.992
4 O 0.2103 -0.2604 -0.0125  C2 1.653, C5 1.335
5 C -0.3090 -0.3775 1.2117  O4 1.335, O6 1.250, C7 1.591
6 O -1.4343 0.0650 1.5274  C5 1.250
7 C 0.5474 -1.1874 2.2801  C5 1.591, O8 1.471, H14 1.060, H15 1.087
8 O 1.9108 -0.6928 2.5233  C7 1.471, H16 0.919
9 H -1.2495 1.8357 -2.5452  C1 1.055
10 H 0.1752 2.1349 -1.6670  C1 1.152
11 H -1.4013 1.6794 -0.8497  C1 1.048
12 H -1.3215 -0.6811 -1.4302  C2 1.193
13 H 0.7534 -0.9549 -2.7949  O3 0.992
14 H 0.5216 -2.1976 1.9612  C7 1.060
15 H -0.0012 -0.9977 3.1993  C7 1.087
16 H 2.0195 0.1537 2.1815  O8 0.919

Version 2
Formula: C4H8O4
Source: the OMol25 dataset
Level of theory: ωB97M-V/def2-TZVPD

Computed properties:
**SMILES string**: CC(=O)O.CC(=O)O
**Lowest unoccupied orbital energy**: 0.54 eV
**Kohn-Sham gap**: 10.91 eV
**E_HOMO**: -10.37 eV

Last columns: bonded neighbours and bond lengths (Å).
Geometry (Å):
1 C 0.1221 -1.7947 1.6836  C2 1.506, H5 1.103, H6 1.103, H7 1.103
2 C 0.7987 -3.0054 1.0974  C1 1.506, O3 1.223, O4 1.372
3 O 1.9789 -3.2592 1.2929  C2 1.223
4 O 0.0065 -3.6452 0.1783  C2 1.372, H8 0.996
5 H 0.6189 -0.9044 1.2627  C1 1.103
6 H 0.2652 -1.7933 2.7773  C1 1.103
7 H -0.9580 -1.7288 1.4700  C1 1.103
8 H 0.6470 -4.1469 -0.3962  O4 0.996
9 C -0.9201 3.0991 -0.5528  C10 1.515, H13 1.103, H14 1.103, H15 1.103
10 C -0.1476 1.9988 -1.2510  C9 1.515, O11 1.217, O12 1.378
11 O 0.2842 0.9941 -0.7179  C10 1.217
12 O 0.0598 2.3375 -2.5704  C10 1.378, H16 0.996
13 H -1.9619 2.7664 -0.4094  C9 1.103
14 H -0.9230 3.9999 -1.1894  C9 1.103
15 H -0.4971 3.3646 0.4306  C9 1.103
16 H 0.6264 1.7175 -3.1058  O12 0.996

Stability, lowest: version 1

Version 1
Formula: C4H8O4
Source: the OMol25 dataset
Level of theory: ωB97M-V/def2-TZVPD

Computed properties:
**Lowest unoccupied orbital energy (alpha / beta)**: -0.97 / -0.97 eV
**Kohn-Sham gap (alpha / beta)**: 8.32 / 8.32 eV
**E_HOMO (alpha / beta)**: -9.29 / -9.29 eV

Last columns: bonded neighbours and bond lengths (Å).
Geometry (Å):
1 C 0.0010 0.4154 -0.0394  C2 1.472, C3 1.478, C4 1.505
2 C 0.2722 0.9310 -1.3911  C1 1.472, H11 1.088, H12 1.090, H13 1.098
3 C -0.3053 1.3718 1.0447  C1 1.478, H14 1.093, H15 1.085, H16 1.096
4 C -0.2997 -1.0579 0.0329  C1 1.505, O5 1.608, O7 1.449, O8 1.250
5 O 0.8214 -0.9803 1.1829  C4 1.608, O6 1.429
6 O 1.8524 -1.9217 0.8793  O5 1.429, H9 0.992
7 O -1.7016 -0.9451 0.3802  C4 1.449, H10 0.970
8 O -0.0077 -1.9184 -0.8252  C4 1.250
9 H 1.4452 -2.3967 0.1101  O6 0.992
10 H -2.1579 -1.6064 -0.1637  O7 0.970
11 H -0.2220 1.8783 -1.5957  C2 1.088
12 H 0.0103 0.2296 -2.1837  C2 1.090
13 H 1.3648 1.0197 -1.4597  C2 1.098
14 H -0.8528 2.2505 0.6934  C3 1.093
15 H -0.8370 0.9302 1.8810  C3 1.085
16 H 0.6167 1.8000 1.4541  C3 1.096

Version 2
Formula: C4H8O4
Source: the OMol25 dataset
Level of theory: ωB97M-V/def2-TZVPD

Computed properties:
**SMILES string**: O=CCCC(=O)O.O
**Lowest unoccupied orbital energy**: 0.58 eV
**Kohn-Sham gap**: 10.72 eV
**E_HOMO**: -10.14 eV

Last columns: bonded neighbours and bond lengths (Å).
Geometry (Å):
1 O -0.2421 1.7039 -0.6273  C2 1.196
2 C -0.9888 1.2863 -1.4636  O1 1.196, C3 1.565, H8 1.086
3 C -1.4494 -0.2058 -1.5698  C2 1.565, C4 1.540, H9 1.125, H10 1.089
4 C -1.3806 -0.6830 -0.1074  C3 1.540, C5 1.510, H11 1.101, H12 1.088
5 C 0.0512 -1.1491 0.0033  C4 1.510, O6 1.192, O7 1.381
6 O 1.0988 -0.8559 -0.4845  C5 1.192
7 O 0.0272 -2.1885 0.9116  C5 1.381, H13 0.966
8 H -1.4696 1.8103 -2.2849  C2 1.086
9 H -2.4770 -0.2865 -2.0200  C3 1.125
10 H -1.0268 -0.9336 -2.2603  C3 1.089
11 H -2.0420 -1.5271 0.1435  C4 1.101
12 H -1.7634 0.0461 0.6035  C4 1.088
13 H 0.8538 -2.4807 1.3163  O7 0.966
14 O 3.6742 2.1116 2.7187  H15 0.959, H16 0.959
15 H 2.8367 1.9582 2.2781  O14 0.959
16 H 4.2977 1.3939 2.8427  O14 0.959

Stability, lowest: version 1

Version 1
Formula: C4H8O4
Source: the OMol25 dataset
Level of theory: ωB97M-V/def2-TZVPD

Computed properties:
**SMILES string**: O=C(O)CCC(O)O
**Lowest unoccupied orbital energy**: 0.59 eV
**Kohn-Sham gap**: 11.08 eV
**E_HOMO**: -10.49 eV

Last columns: bonded neighbours and bond lengths (Å).
Geometry (Å):
1 O 2.2220 -0.1807 2.3725  C2 1.194
2 C 1.1638 -0.4172 1.8727  O1 1.194, O3 1.377, C4 1.579
3 O 0.0671 -0.6847 2.6610  C2 1.377, H9 0.925
4 C 0.8501 -0.5786 0.3338  C2 1.579, C5 1.574, H10 1.087, H11 1.123
5 C -0.4892 0.1394 -0.0751  C4 1.574, C6 1.496, H12 1.157, H13 1.067
6 C -0.7385 0.1475 -1.5506  C5 1.496, O7 1.352, O8 1.484, H14 1.152
7 O -1.6233 1.1107 -1.8919  C6 1.352, H15 0.933
8 O 0.4890 0.4593 -2.3244  C6 1.484, H16 0.938
9 H 0.3846 -0.5446 3.5186  O3 0.925
10 H 0.6278 -1.6301 0.1731  C4 1.087
11 H 1.7742 -0.4579 -0.2929  C4 1.123
12 H -1.3293 -0.3047 0.5844  C5 1.157
13 H -0.5368 1.1485 0.2679  C5 1.067
14 H -1.0833 -0.8488 -2.0154  C6 1.152
15 H -2.1166 1.2772 -1.1171  O7 0.933
16 H 0.3385 1.3647 -2.5167  O8 0.938

Version 2
Formula: C4H8O4
Source: the OMol25 dataset
Level of theory: ωB97M-V/def2-TZVPD

Computed properties:
**SMILES string**: C/C=C(\O)C(O)(O)O
**Lowest unoccupied orbital energy**: 0.58 eV
**Kohn-Sham gap**: 9.33 eV
**E_HOMO**: -8.74 eV

Last columns: bonded neighbours and bond lengths (Å).
Geometry (Å):
1 C -2.2854 0.1144 -0.9682  C2 1.493, H9 1.093, H10 1.094, H11 1.096
2 C -0.8444 -0.2441 -0.8100  C1 1.493, C3 1.355, H12 1.086
3 C -0.0501 0.2115 0.1893  C2 1.355, O4 1.399, C5 1.487
4 O -0.5983 0.8469 1.3087  C3 1.399, H13 0.979
5 C 1.3308 -0.3037 0.3894  C3 1.487, O6 1.363, O7 1.367, O8 1.636
6 O 1.9075 -1.0096 -0.6233  C5 1.363, H14 0.972
7 O 1.5417 -0.9080 1.5974  C5 1.367, H15 0.979
8 O 1.7740 1.2714 0.3862  C5 1.636, H16 0.968
9 H -2.7221 0.4925 -0.0406  C1 1.093
10 H -2.8622 -0.7654 -1.2696  C1 1.094
11 H -2.4107 0.8764 -1.7454  C1 1.096
12 H -0.4256 -0.9299 -1.5401  C2 1.086
13 H 0.0503 1.5496 1.5185  O4 0.979
14 H 2.4495 -1.6724 -0.1638  O6 0.972
15 H 0.6986 -0.7926 2.0824  O7 0.979
16 H 2.4465 1.2630 -0.3107  O8 0.968

Stability, lowest: version 2

Version 1
Formula: H4N2O2
Source: the OMol25 dataset
Level of theory: ωB97M-V/def2-TZVPD

Computed properties:
**Lowest unoccupied orbital energy (alpha / beta)**: 0.39 / 0.30 eV
**Kohn-Sham gap (alpha / beta)**: 9.48 / 8.98 eV
**E_HOMO (alpha / beta)**: -9.09 / -8.68 eV

Last columns: bonded neighbours and bond lengths (Å).
Geometry (Å):
1 N -0.0643 -1.5020 0.1324  O3 1.319, H5 1.021, H6 1.026
2 N -0.0727 1.1371 -0.1236  O4 1.290, H7 1.022, H8 1.024
3 O -0.9633 -0.5673 0.3738  N1 1.319
4 O 1.0839 1.0799 -0.6928  N2 1.290
5 H 0.5611 -1.6606 0.9235  N1 1.021
6 H 0.4559 -1.3373 -0.7367  N1 1.026
7 H -0.8543 1.4021 -0.7260  N2 1.022
8 H -0.1463 1.4481 0.8494  N2 1.024

Version 2
Formula: H4N2O2
Source: the OMol25 dataset
Level of theory: ωB97M-V/def2-TZVPD

Computed properties:
**SMILES string**: [H]/N=N\[H].OO
**Lowest unoccupied orbital energy**: 0.81 eV
**Kohn-Sham gap**: 8.21 eV
**E_HOMO**: -7.40 eV

Last columns: bonded neighbours and bond lengths (Å).
Geometry (Å):
1 H -0.0009 0.9101 0.1850  N2 1.037
2 N 0.1273 1.9352 0.2794  H1 1.037, N3 1.157
3 N 0.8523 2.6901 0.7736  N2 1.157, H4 1.014
4 H 1.5606 2.8390 1.4842  N3 1.014
5 O -0.0246 -2.3951 -0.0887  O6 1.423, H7 0.951
6 O -0.8178 -1.6418 -0.9986  O5 1.423, H8 0.969
7 H 0.0100 -1.7628 0.6206  O5 0.951
8 H -1.6876 -2.0679 -0.9626  O6 0.969

Stability, lowest: version 2